Entry 1:
Entry from the OMol25 dataset: a structure of composition C50H63Br47NOSi (wB97M-V/def2-TZVPD).

## Properties
Lowest unoccupied orbital energy (hartree): -0.1161

```
! RIJCOSX wB97M-V def2-TZVPD def2/J DEFGRID3
* xyz 1 1
C -2.85 3.10 3.52
C -2.12 1.78 3.50
Br -0.23 1.90 3.92
C -2.67 0.59 3.23
Br -4.53 0.42 2.77
N -1.82 -0.58 3.29
C -1.63 -1.10 4.54
C -0.81 -2.19 4.73
C -0.15 -2.77 3.59
C 0.78 -3.95 3.91
C 1.77 -3.46 5.02
C 2.89 -4.54 5.20
O 2.30 -2.20 4.67
C -0.36 -2.24 2.30
C 0.33 -2.80 1.06
C 0.08 -4.33 0.75
C -1.33 -4.85 1.01
C -2.30 -4.80 -0.03
C -3.59 -5.32 0.15
C -4.02 -5.91 1.36
C -3.02 -5.96 2.46
C -1.73 -5.44 2.22
C -1.23 -1.10 2.21
C -1.45 -0.44 0.85
C -2.37 -1.27 -0.11
C -1.73 -1.44 -1.53
C -2.44 -0.60 -2.64
C -1.49 0.43 -3.30
C -0.22 -0.20 -3.93
C 1.04 0.02 -3.03
C 1.99 1.17 -3.49
Si 3.15 1.53 -2.02
C 2.16 2.08 -0.49
C 4.36 2.92 -2.46
C 4.22 0.00 -1.66
C 5.02 -0.04 -0.49
C 5.85 -1.14 -0.20
C 5.92 -2.23 -1.09
C 5.11 -2.25 -2.25
C 4.29 -1.13 -2.52
H -2.42 3.75 2.73
H -2.65 3.62 4.47
H -3.93 3.01 3.37
H -2.11 -0.62 5.39
H -0.64 -2.57 5.73
H 1.34 -4.30 3.04
H 0.22 -4.76 4.38
H 1.24 -3.41 5.99
H 3.72 -4.22 4.55
H 3.19 -4.52 6.26
H 2.54 -5.55 4.94
H 2.63 -1.81 5.49
H 0.11 -2.24 0.15
H 1.42 -2.70 1.23
H 0.85 -4.95 1.22
H 0.25 -4.44 -0.34
H -2.07 -4.39 -1.01
H -4.34 -5.29 -0.65
H -4.99 -6.34 1.51
H -3.22 -6.41 3.43
H -1.02 -5.55 3.03
H -1.88 0.56 0.96
H -0.44 -0.28 0.44
H -3.29 -0.69 -0.24
H -2.60 -2.23 0.38
H -0.70 -1.08 -1.46
H -1.68 -2.48 -1.87
H -2.76 -1.31 -3.43
H -3.36 -0.14 -2.25
H -1.23 1.20 -2.55
H -2.07 0.92 -4.11
H -0.02 0.19 -4.93
H -0.41 -1.29 -4.00
H 0.66 0.32 -2.03
H 1.58 -0.92 -2.85
H 2.58 0.84 -4.36
H 1.38 2.06 -3.68
H 2.82 2.56 0.25
H 1.45 2.86 -0.81
H 1.65 1.25 0.03
H 3.83 3.68 -3.05
H 4.70 3.42 -1.53
H 5.21 2.47 -3.00
H 4.99 0.81 0.20
H 6.47 -1.15 0.70
H 6.57 -3.09 -0.91
H 5.14 -3.11 -2.91
H 3.68 -1.13 -3.43
C -5.19 1.81 -4.04
Br -5.81 3.50 -4.75
Br -4.72 1.93 -2.18
Br -6.46 0.40 -4.35
H -4.29 1.55 -4.58
C 6.99 3.58 -5.99
Br 6.26 1.84 -5.59
Br 6.01 4.99 -5.11
Br 8.88 3.67 -5.59
H 6.89 3.73 -7.05
C 3.32 8.29 -3.70
Br 4.59 9.72 -3.58
Br 3.04 7.74 -5.53
Br 3.81 6.79 -2.58
H 2.37 8.66 -3.34
C -8.44 -3.03 -2.38
Br -6.89 -3.92 -1.64
Br -9.07 -3.90 -3.99
Br -9.84 -2.83 -1.08
H -8.13 -2.03 -2.66
C -4.92 3.44 7.38
Br -5.18 4.95 6.21
Br -3.53 2.27 6.74
Br -4.60 3.99 9.20
H -5.84 2.87 7.38
C 8.48 1.38 1.22
Br 7.60 2.49 -0.09
Br 10.31 1.90 1.50
Br 7.48 1.32 2.87
H 8.49 0.38 0.82
C -6.47 -3.69 3.90
Br -7.43 -4.84 5.12
Br -5.84 -2.08 4.77
Br -4.99 -4.64 3.01
H -7.17 -3.39 3.14
C 7.11 1.27 -10.02
Br 5.93 2.54 -9.17
Br 8.96 1.66 -9.64
Br 6.65 -0.55 -9.55
H 6.97 1.37 -11.08
C -5.06 7.43 -4.04
Br -5.02 6.85 -2.19
Br -6.48 8.68 -4.36
Br -3.35 8.11 -4.61
H -5.26 6.55 -4.64
C -11.34 -0.78 -4.73
Br -12.28 0.27 -6.04
Br -9.49 -0.22 -4.57
Br -12.23 -0.77 -3.02
H -11.33 -1.80 -5.08
C 11.77 4.60 -8.46
Br 10.33 5.44 -9.44
Br 13.43 4.63 -9.45
Br 11.97 5.37 -6.70
H 11.50 3.56 -8.32
C -4.21 -0.05 10.04
Br -2.64 -0.92 10.75
Br -4.85 -0.96 8.46
Br -5.60 0.14 11.36
H -3.91 0.94 9.74
C -0.41 -4.08 9.44
Br -0.70 -2.56 8.29
Br 0.97 -5.24 8.74
Br -0.04 -3.54 11.25
H -1.33 -4.65 9.45
C -8.86 4.86 -2.07
Br -9.42 6.56 -2.78
Br -8.35 4.99 -0.22
Br -10.19 3.49 -2.35
H -7.98 4.56 -2.63
C 11.13 -1.87 2.97
Br 10.89 -0.89 4.61
Br 9.46 -2.11 2.02
Br 12.48 -1.07 1.85
H 11.49 -2.86 3.23
*
```


Entry 2:
Entry from the OMol25 dataset: a structure of composition C50H63ClLaN3O8P3Si2 (wB97M-V/def2-TZVPD).

## Properties
Lowest unoccupied orbital energy (hartree): 0.0741

```
! RIJCOSX wB97M-V def2-TZVPD def2/J DEFGRID3
* xyz -1 1
La -3.78 -15.14 -15.97
C -9.45 -18.45 -18.74
Si -8.18 -17.06 -19.10
C -8.05 -16.89 -21.01
C -9.25 -15.51 -18.69
N -6.69 -17.20 -18.20
P -5.98 -18.32 -17.33
C -4.37 -18.04 -16.73
P -2.69 -18.07 -17.23
N -2.01 -16.58 -17.25
Si -0.48 -15.74 -17.78
C 0.48 -16.66 -19.20
C -0.74 -13.90 -18.26
C 0.79 -15.73 -16.39
C -2.33 -18.87 -18.86
C -2.92 -18.46 -20.04
C -2.67 -19.16 -21.24
C -1.69 -20.16 -21.30
C -1.01 -20.54 -20.13
C -1.34 -19.91 -18.94
C -1.83 -19.04 -16.02
C -2.01 -20.46 -15.94
C -1.57 -21.15 -14.82
C -1.03 -20.47 -13.77
C -0.79 -19.12 -13.80
C -1.23 -18.43 -14.95
C -6.38 -19.82 -18.29
C -6.08 -19.80 -19.67
C -5.88 -20.99 -20.33
C -6.03 -22.18 -19.61
C -6.61 -22.24 -18.38
C -6.84 -21.02 -17.74
C -6.96 -18.54 -15.79
C -7.84 -17.56 -15.46
C -8.68 -17.66 -14.35
C -8.59 -18.79 -13.57
C -7.60 -19.70 -13.80
C -6.86 -19.65 -14.97
H -10.37 -18.29 -19.33
H -9.78 -18.42 -17.68
H -9.03 -19.45 -18.84
H -9.09 -16.85 -21.41
H -7.55 -17.79 -21.39
H -7.54 -16.03 -21.35
H -10.07 -15.53 -19.40
H -8.71 -14.51 -18.69
H -9.69 -15.72 -17.72
H -0.28 -17.03 -19.92
H 1.11 -17.53 -18.90
H 1.16 -16.01 -19.77
H -1.78 -13.60 -18.15
H -0.61 -13.77 -19.37
H -0.02 -13.18 -17.82
H 1.26 -16.69 -16.02
H 0.39 -15.20 -15.52
H 1.67 -15.19 -16.81
H -3.68 -17.68 -20.08
H -3.19 -18.84 -22.14
H -1.39 -20.63 -22.25
H -0.22 -21.32 -20.19
H -0.82 -20.15 -18.00
H -2.41 -21.09 -16.74
H -1.65 -22.21 -14.85
H -0.81 -20.96 -12.81
H -0.28 -18.58 -12.98
H -1.10 -17.34 -14.93
H -5.88 -18.86 -20.19
H -5.45 -21.01 -21.33
H -5.85 -23.15 -20.12
H -6.93 -23.23 -17.99
H -7.37 -21.01 -16.78
H -8.05 -16.80 -16.19
H -9.29 -16.82 -14.05
H -9.29 -18.91 -12.74
H -7.54 -20.60 -13.13
H -6.13 -20.42 -15.26
O -4.28 -19.03 -14.02
H -4.73 -19.84 -13.70
H -4.41 -18.89 -14.97
O -4.06 -15.10 -18.57
H -4.90 -15.56 -18.76
H -3.40 -15.66 -18.99
O -6.18 -14.94 -16.61
H -6.89 -14.32 -16.43
H -6.42 -15.75 -17.18
O -3.21 -16.42 -13.74
H -3.54 -15.97 -12.98
H -3.59 -17.31 -13.71
Cl -5.51 -12.57 -14.77
C -4.58 -13.66 -13.73
H -5.28 -14.14 -13.02
H -3.86 -13.06 -13.19
O -1.59 -11.53 -15.65
N -2.20 -12.60 -15.84
O -3.13 -12.81 -16.73
O -1.90 -13.76 -15.12
O -4.03 -15.47 -10.60
P -3.46 -14.89 -9.37
C -1.76 -15.34 -9.25
C -1.18 -15.53 -7.98
C 0.13 -15.97 -7.88
C 0.90 -16.18 -8.98
C 0.31 -15.97 -10.23
C -1.03 -15.56 -10.39
C -4.13 -15.39 -7.75
C -4.99 -16.50 -7.58
C -5.40 -16.83 -6.33
C -4.95 -16.09 -5.22
C -4.12 -15.00 -5.37
C -3.77 -14.59 -6.66
C -3.56 -13.10 -9.19
C -2.64 -12.22 -9.73
C -2.70 -10.84 -9.52
C -3.78 -10.40 -8.72
C -4.70 -11.28 -8.17
C -4.70 -12.61 -8.51
H -1.78 -15.38 -7.08
H 0.52 -16.01 -6.88
H 1.92 -16.44 -8.87
H 0.85 -16.16 -11.11
H -1.43 -15.49 -11.40
H -5.23 -17.12 -8.45
H -6.10 -17.64 -6.25
H -5.28 -16.41 -4.25
H -3.84 -14.43 -4.47
H -3.17 -13.70 -6.76
H -1.87 -12.72 -10.37
H -2.00 -10.13 -9.94
H -3.98 -9.30 -8.55
H -5.54 -10.92 -7.55
H -5.54 -13.30 -8.19
*
```


Entry 3:
Entry from the OMol25 dataset: a structure of composition C50H65B2CdN8O8Si (wB97M-V/def2-TZVPD).

## Properties
Lowest unoccupied orbital energy (hartree): 0.0856
ΔE to the lowest compared entry with this formula, charge and spin (kcal/mol): 10.5

```
! RIJCOSX wB97M-V def2-TZVPD def2/J DEFGRID3
* xyz -1 1
Cd -0.86 -0.21 0.39
C 4.38 1.62 0.94
C 3.66 0.32 0.94
C 3.86 -0.75 0.10
C 2.91 -1.71 0.45
N 2.20 -1.19 1.46
N 2.65 0.03 1.79
B 2.12 1.08 2.85
N 1.45 2.23 2.09
N 0.45 2.04 1.21
C 0.06 3.27 0.83
C 0.83 4.24 1.49
C 1.70 3.55 2.28
C 2.72 4.11 3.23
C -1.07 3.59 -0.06
C -1.86 4.70 0.25
C -2.96 5.03 -0.52
C -3.30 4.25 -1.62
C -2.51 3.16 -1.95
C -1.39 2.84 -1.19
N 1.23 0.56 3.97
N -0.01 0.07 3.74
C -0.52 -0.28 4.91
C 0.40 0.02 5.94
C 1.50 0.54 5.30
C 2.78 1.01 5.91
C -1.81 -0.99 5.01
C -2.18 -1.62 6.19
C -3.35 -2.36 6.25
C -4.17 -2.48 5.13
C -3.80 -1.85 3.95
C -2.63 -1.11 3.89
C 2.71 -3.07 -0.07
C 3.81 -3.91 -0.17
C 3.66 -5.19 -0.68
C 2.41 -5.63 -1.07
C 1.31 -4.79 -0.97
C 1.46 -3.50 -0.48
H 5.19 1.56 0.21
H 3.72 2.44 0.65
H 4.80 1.85 1.92
H 4.57 -0.82 -0.71
H 3.11 1.52 3.36
H 0.78 5.31 1.37
H 2.73 5.19 3.12
H 2.47 3.87 4.26
H 3.72 3.73 3.03
H -1.62 5.29 1.12
H -3.57 5.88 -0.25
H -4.17 4.49 -2.21
H -2.75 2.56 -2.82
H -0.74 2.03 -1.50
H 0.28 -0.11 7.00
H 2.74 0.87 6.98
H 3.63 0.45 5.52
H 2.96 2.07 5.71
H -1.55 -1.55 7.06
H -3.63 -2.85 7.18
H -5.07 -3.07 5.18
H -4.41 -1.94 3.06
H -2.35 -0.62 2.97
H 4.79 -3.56 0.16
H 4.52 -5.85 -0.76
H 2.29 -6.63 -1.47
H 0.33 -5.13 -1.29
H 0.61 -2.83 -0.44
C -2.92 -5.63 1.12
O -2.73 -4.35 0.59
C -1.58 -3.64 0.98
O -1.61 -2.48 0.51
N -0.68 -4.18 1.74
N 1.38 -1.89 2.31
H -3.84 -6.02 0.67
H -3.04 -5.61 2.21
H -2.10 -6.31 0.88
H -0.88 -5.13 2.00
H 0.63 -1.29 2.66
H 0.99 -2.73 1.87
O -2.80 1.58 2.07
B -2.75 0.68 0.98
O -4.01 0.67 0.37
C -4.78 1.58 1.03
C -6.08 1.97 0.77
C -6.61 2.96 1.59
C -5.87 3.52 2.63
C -4.56 3.11 2.89
C -4.04 2.14 2.07
H -6.64 1.53 -0.04
H -7.63 3.31 1.42
H -6.32 4.29 3.25
H -3.97 3.54 3.68
C 1.85 2.38 -4.84
C 0.97 2.48 -3.59
C 1.81 2.88 -2.38
C -0.11 3.54 -3.85
O 0.29 1.25 -3.35
Si 0.87 -0.18 -2.70
O 0.68 -0.20 -1.14
O 2.44 -0.29 -3.22
C 3.13 -1.18 -4.08
C 2.54 -1.17 -5.50
C 4.58 -0.67 -4.13
C 3.10 -2.59 -3.53
O 0.09 -1.39 -3.52
C -1.29 -1.57 -3.80
C -1.65 -0.76 -5.05
C -1.47 -3.06 -4.07
C -2.16 -1.15 -2.62
H 2.27 3.35 -5.09
H 1.26 2.01 -5.68
H 2.67 1.68 -4.65
H 2.30 3.85 -2.56
H 2.58 2.13 -2.20
H 1.19 2.96 -1.49
H 0.36 4.47 -4.19
H -0.68 3.75 -2.95
H -0.79 3.19 -4.62
H 2.67 -0.20 -5.97
H 1.48 -1.39 -5.45
H 3.04 -1.93 -6.11
H 4.61 0.35 -4.50
H 5.18 -1.30 -4.79
H 5.01 -0.69 -3.13
H 2.07 -2.94 -3.47
H 3.53 -2.61 -2.53
H 3.67 -3.27 -4.17
H -1.13 -1.16 -5.92
H -1.34 0.27 -4.91
H -2.73 -0.80 -5.23
H -0.77 -3.39 -4.83
H -2.49 -3.27 -4.41
H -1.28 -3.63 -3.15
H -2.10 -0.07 -2.46
H -1.83 -1.66 -1.71
H -3.20 -1.42 -2.80
*
```


Which of these has the lowest lowest unoccupied orbital energy?
C50H63Br47NOSi